Record 1
Entry from OMol25: a single C3H4O2 molecule in a non-equilibrium geometry (ωB97M-V with the def2-TZVPD basis set).

Net charge   0
2S+1   1
LUMO   0.56 eV
E_HOMO   -8.1 eV
SMILES   COC1=CO1
DFT total energy   -266.994549 a.u.
Energy above the lowest of the compared OMol25 structures with the same formula, charge and spin   520.5 kJ/mol
Orbital gap   8.69 eV

The geometry in XYZ format:
```
9
Properties=species:S:1:pos:R:3:forces:R:3
C -1.280 0.215 -0.219 1.5 2.2 -1.7
O -0.359 -0.757 -0.900 -1.3 -0.2 0.1
C 0.800 -0.835 -0.358 -0.6 -1.2 -0.7
C 1.600 -0.289 0.532 -2.0 0.8 -1.4
O 1.490 0.778 -0.197 1.8 1.6 0.3
H -2.143 0.576 -0.874 1.8 -0.6 0.2
H -0.529 1.044 0.073 -1.9 -1.0 -0.3
H -1.744 -0.269 0.567 -0.5 -1.0 1.9
H 2.165 -0.462 1.378 1.3 -0.6 1.5
```
Positions in Å, forces in eV/Å.

Here are the natural (NBO) charges for atoms 1 to 8, given in e:
1 C -0.294
2 O -0.456
3 C 0.392
4 C 0.132
5 O -0.583
6 H 0.205
7 H 0.232
8 H 0.183

---

Record 2
Entry from OMol25: a gas-phase ion, C6H12N (charge +1) in a non-equilibrium geometry (ωB97M-V with the def2-TZVPD basis set).

Net charge   +1
2S+1   1
LUMO   -4.73 eV
E_HOMO   -15.7 eV
SMILES   C=[N+]=CC(C)(C)C
DFT total energy   -290.269699 a.u.
Energy above the lowest of the compared OMol25 structures with the same formula, charge and spin   137.1 kJ/mol
Orbital gap   11.01 eV

The geometry in XYZ format:
```
19
Properties=species:S:1:pos:R:3:forces:R:3
C -2.609 1.576 -0.623 -0.8 0.4 0.1
N -1.526 1.000 -0.771 -0.4 0.2 0.2
C -0.444 0.463 -0.963 3.2 -1.9 0.6
C 0.555 -0.316 0.097 -2.1 1.3 -0.3
C -0.058 -0.103 1.480 0.2 0.0 -0.2
C 1.929 0.309 -0.015 0.0 0.2 0.0
C 0.532 -1.779 -0.317 0.0 0.0 -0.1
H -2.642 2.641 -0.432 0.1 0.1 0.1
H -3.542 1.030 -0.716 0.0 -0.1 0.0
H -0.040 0.433 -1.969 -0.2 0.2 -0.3
H 0.578 -0.541 2.242 0.1 -0.1 0.1
H -1.036 -0.569 1.550 -0.2 -0.1 0.1
H -0.157 0.957 1.705 0.0 0.1 0.1
H 2.575 -0.173 0.717 0.1 -0.1 0.0
H 2.369 0.164 -0.997 0.1 0.0 -0.2
H 1.918 1.374 0.215 0.0 0.0 0.0
H -0.481 -2.141 -0.473 -0.1 -0.1 0.0
H 1.114 -1.956 -1.217 0.0 0.0 -0.1
H 0.965 -2.369 0.489 0.1 0.0 0.0
```
Positions in Å, forces in eV/Å.

Here are the natural (NBO) charges for atoms 1 to 8, given in e:
1 C 0.065
2 N -0.251
3 C 0.267
4 C -0.013
5 C -0.630
6 C -0.627
7 C -0.627
8 H 0.243

---

Record 3
Entry from OMol25: a molecular structure, C3H3Br9 (ωB97M-V with the def2-TZVPD basis set).

Net charge   0
2S+1   1
LUMO   -0.24 eV
E_HOMO   -10.1 eV
DFT total energy   -23282.203583 a.u.
Energy above the lowest of the compared OMol25 structures with the same formula, charge and spin   0.0 kJ/mol
Orbital gap   9.87 eV

The geometry in XYZ format:
```
15
Properties=species:S:1:pos:R:3:forces:R:3
C -2.724 0.161 -1.715 -0.1 -0.1 -0.1
Br -3.670 -1.365 -1.044 -0.1 -0.2 0.0
Br -1.281 -0.354 -2.869 0.1 -0.1 -0.2
Br -2.073 1.226 -0.271 -0.1 0.3 0.1
H -3.430 0.735 -2.297 0.1 0.1 0.0
C -0.357 -1.681 1.240 -0.2 0.1 0.1
Br -1.562 -2.768 2.266 -0.1 -0.1 0.0
Br 1.166 -2.683 0.692 0.2 -0.1 -0.1
Br 0.112 -0.101 2.231 0.2 0.0 0.2
H -0.891 -1.347 0.359 0.0 0.0 0.0
C 2.852 1.684 0.364 0.0 -0.4 0.3
Br 3.562 3.313 -0.304 0.0 0.4 -0.1
Br 4.222 0.619 1.199 0.1 -0.1 0.1
Br 1.952 0.685 -0.990 -0.2 -0.1 -0.3
H 2.123 1.875 1.139 0.0 0.2 -0.1
```
Positions in Å, forces in eV/Å.

Here are the natural (NBO) charges for atoms 1 to 8, given in e:
1 C -0.510
2 Br 0.096
3 Br 0.095
4 Br 0.105
5 H 0.230
6 C -0.510
7 Br 0.093
8 Br 0.113

---

Record 4
Entry from OMol25: a molecular structure, C15H18N4O2S2 in a non-equilibrium geometry (ωB97M-V with the def2-TZVPD basis set).

Net charge   0
2S+1   1
LUMO   0.39 eV
E_HOMO   -7.3 eV
DFT total energy   -1747.699874 a.u.
Orbital gap   7.68 eV

The geometry in XYZ format:
```
41
Properties=species:S:1:pos:R:3:forces:R:3
C -7.877 2.082 0.491 3.0 2.2 -1.9
H -7.223 2.798 -0.205 -1.9 -0.4 1.9
O -7.623 0.865 -0.117 -2.6 -1.2 0.6
C -6.477 0.200 -0.163 -5.2 -2.1 -2.4
C -5.341 0.693 0.119 0.4 10.9 5.0
C -4.199 0.140 0.235 7.2 -0.7 2.9
C -4.157 -1.195 -0.147 -0.7 2.6 -2.0
C -5.257 -1.688 -0.848 -1.8 13.2 6.2
C -6.504 -1.043 -0.733 3.6 -0.6 0.4
H -7.320 -1.603 -0.962 -2.6 -1.0 -0.9
H -5.247 -2.517 -1.096 0.3 -14.1 -4.9
N -2.969 -1.672 -0.523 7.1 -8.0 -2.4
C -1.609 -1.547 -0.182 -4.5 8.4 3.3
N -1.261 -0.141 0.467 -2.1 -3.7 -3.1
N 0.005 -0.138 0.563 0.0 5.3 3.5
C 0.630 -1.196 0.520 5.8 -0.3 0.2
S 2.435 -1.529 0.693 -1.2 2.6 0.3
C 2.851 0.296 1.128 -0.1 0.3 -3.3
H 2.067 1.023 1.075 -1.5 -0.5 0.9
C 3.709 0.985 0.047 -5.9 2.6 -4.2
O 3.258 1.779 -0.918 1.0 -2.8 4.3
N 4.874 0.557 -0.007 10.0 -2.0 -3.1
C 5.626 -0.402 0.751 -3.3 -4.6 -2.9
C 6.894 -0.759 0.168 -6.0 1.3 -11.2
H 7.729 -0.949 0.450 9.1 -3.3 5.7
C 7.358 0.537 -0.711 -5.8 -0.4 3.7
C 5.911 0.783 -1.182 0.6 9.9 5.2
H 5.831 2.213 -1.294 0.0 -4.3 -0.1
H 5.569 0.489 -2.039 -1.9 -2.2 -4.8
H 8.016 0.364 -1.448 2.2 -0.8 -2.6
H 7.689 1.339 -0.033 -0.1 -0.3 -0.3
H 6.788 -1.620 -0.875 0.0 2.2 3.3
H 5.048 -1.373 0.823 0.2 0.8 -0.1
H 5.785 -0.218 1.670 0.8 2.3 7.0
H 3.390 0.252 1.999 0.9 0.0 2.3
S -0.214 -2.283 -0.243 -0.8 -8.0 -3.1
H -2.908 -2.694 -0.974 -1.5 2.9 1.1
H -3.245 0.745 0.766 -2.8 -2.1 -2.0
H -5.408 1.919 0.678 0.2 -3.7 -2.0
H -7.713 2.284 1.543 1.4 -0.7 0.5
H -8.912 2.224 0.511 -1.7 0.4 -1.2
```
Positions in Å, forces in eV/Å.

Here are the natural (NBO) charges for atoms 1 to 8, given in e:
1 C -0.255
2 H 0.178
3 O -0.511
4 C 0.321
5 C -0.237
6 C -0.235
7 C 0.110
8 C -0.182

---

Record 5
Entry from OMol25: 10 unconnected molecules or ions with the total composition C31H58Cl18F3N2O5PS in a non-equilibrium geometry (ωB97M-V with the def2-TZVPD basis set).

Net charge   0
2S+1   1
LUMO   -1.43 eV
E_HOMO   -8.8 eV
SMILES   N=[PH2][C@@H]1NC(=O)[C@@](CCO)(CCCS(=O)(=O)O)[C@H]1CCC(F)=C(F)F.ClCCCl.ClCCCl.ClCCCl.ClCCCl.ClCCCl.ClCCCl.ClCCCl.ClCCCl.ClCCCl
DFT total energy   -11024.017813 a.u.
Energy above the lowest of the compared OMol25 structures with the same formula, charge and spin   0.0 kJ/mol
Orbital gap   7.37 eV

The geometry in XYZ format:
```
119
Properties=species:S:1:pos:R:3:forces:R:3
N 1.937 1.997 3.803 0.2 -1.8 0.2
P 2.283 0.446 3.544 -1.1 3.0 0.7
C 1.175 -0.321 2.179 0.8 -1.5 -0.6
N 0.316 -1.454 2.720 1.6 -0.5 0.5
C 0.494 -2.731 1.974 -0.1 0.2 0.3
O 0.170 -3.861 2.351 0.9 3.6 -0.9
C 1.169 -2.254 0.565 -0.4 -1.7 2.0
C 2.050 -3.510 0.119 -0.1 0.0 -1.1
C 1.455 -4.355 -1.094 1.6 -1.1 -0.2
O 0.135 -4.893 -0.857 0.6 0.4 -0.2
C -0.130 -1.850 -0.270 0.0 0.7 -0.1
C 0.140 -1.420 -1.788 -1.7 -1.0 0.0
C -0.908 -0.272 -2.229 1.7 0.0 0.5
S -2.657 -0.854 -2.283 -5.3 -1.5 -4.7
O -2.831 -2.186 -2.972 1.9 2.8 2.6
O -3.535 0.125 -3.058 3.1 -1.5 3.2
O -3.380 -0.991 -0.773 2.0 0.5 -1.3
C 2.122 -1.133 1.178 0.4 -0.2 -0.4
C 3.165 -0.363 0.248 -0.1 0.4 0.5
C 2.553 0.851 -0.597 0.4 0.8 -0.6
C 3.404 1.061 -1.925 -1.0 -0.5 -1.3
F 3.855 2.382 -2.230 0.5 -2.6 1.6
C 3.770 0.049 -2.853 0.7 1.2 0.7
F 5.149 -0.284 -2.964 -3.3 1.0 -1.4
F 2.877 -0.631 -3.697 2.4 0.3 2.7
H 1.643 2.147 4.779 0.1 0.1 -0.7
H 3.670 0.341 3.163 -0.8 -0.7 -0.1
H 2.126 -0.317 4.766 0.2 -0.3 -1.0
H 0.513 0.501 1.762 1.1 -0.8 0.4
H 0.649 -1.504 3.696 -1.2 -0.8 -0.4
H 2.270 -4.241 0.975 -0.7 1.3 -1.1
H 3.082 -3.121 -0.209 -1.6 -0.6 0.2
H 1.540 -3.789 -2.093 -0.5 -0.6 1.5
H 2.152 -5.263 -1.221 -0.8 1.5 0.2
H 0.171 -5.865 -0.911 0.1 0.8 0.1
H -0.896 -2.704 -0.177 1.3 1.0 -0.5
H -0.640 -0.948 0.240 1.0 -1.2 -0.4
H -0.125 -2.332 -2.438 0.8 1.4 0.8
H 1.217 -1.103 -1.941 -1.5 -0.3 0.0
H -0.664 0.099 -3.288 -0.8 -0.6 1.5
H -0.840 0.589 -1.489 -0.4 -0.9 -1.0
H -2.817 -1.513 -0.158 -0.3 0.2 -0.5
H 2.820 -1.747 1.863 -1.0 0.8 -0.8
H 3.764 -1.100 -0.398 -1.2 1.0 0.8
H 3.946 0.100 0.956 -1.1 -0.7 -1.1
H 2.710 1.802 0.031 -0.4 -1.2 -1.1
H 1.432 0.769 -0.791 1.5 0.0 0.2
Cl -6.166 -4.358 -6.825 0.0 0.0 -0.1
C -5.164 -3.245 -5.858 0.1 0.2 0.2
C -5.168 -1.838 -6.419 -0.1 0.0 0.3
Cl -4.308 -1.732 -7.976 0.0 0.0 -0.1
H -4.154 -3.654 -5.809 -0.1 0.1 -0.1
H -5.579 -3.241 -4.849 0.0 0.1 -0.1
H -4.657 -1.164 -5.729 0.0 -0.1 0.0
H -6.183 -1.468 -6.567 0.1 -0.1 -0.1
Cl 4.592 -5.143 0.271 0.4 -0.2 0.1
C 5.170 -6.822 0.150 0.1 -0.3 0.4
C 4.198 -7.699 -0.614 0.1 0.0 0.0
Cl 2.683 -7.964 0.288 -0.1 0.1 0.1
H 5.340 -7.198 1.160 -0.2 0.1 -0.1
H 6.126 -6.790 -0.364 -0.2 0.0 0.2
H 4.642 -8.682 -0.784 0.0 0.1 0.1
H 3.945 -7.269 -1.582 -0.1 0.0 0.2
Cl -6.834 4.191 -1.213 0.0 0.1 0.1
C -5.672 3.292 -2.222 0.1 -0.2 -0.2
C -4.380 3.005 -1.487 0.0 -0.3 -0.1
Cl -3.431 4.484 -1.189 0.0 0.1 0.1
H -5.498 3.868 -3.132 0.0 0.0 0.2
H -6.155 2.353 -2.500 0.1 0.0 0.1
H -3.755 2.340 -2.086 -0.2 0.1 0.0
H -4.564 2.522 -0.527 0.0 0.1 -0.1
Cl -0.098 2.745 6.609 0.0 -0.1 0.2
C -1.030 4.257 6.470 -0.1 0.3 -0.1
C -0.152 5.436 6.109 0.0 0.1 -0.3
Cl 0.949 5.886 7.436 0.0 0.0 0.1
H -1.553 4.420 7.413 0.2 0.0 -0.1
H -1.776 4.098 5.689 0.1 0.0 0.0
H -0.775 6.311 5.902 0.4 -0.5 0.2
H 0.452 5.231 5.223 0.0 -0.1 0.2
Cl 6.362 -7.032 -2.607 0.3 0.1 -0.8
C 6.352 -5.860 -3.953 0.1 0.2 -0.3
C 5.839 -4.499 -3.527 0.1 0.0 0.1
Cl 4.101 -4.521 -3.148 0.1 -0.2 0.7
H 5.753 -6.280 -4.762 0.0 0.0 0.2
H 7.382 -5.772 -4.302 -0.1 0.0 0.1
H 5.977 -3.782 -4.338 0.0 -0.1 0.0
H 6.372 -4.127 -2.650 -0.1 -0.1 0.0
Cl 3.848 3.780 8.450 0.0 0.0 0.0
C 4.868 4.875 9.416 0.1 0.1 0.1
C 4.878 6.284 8.860 -0.1 0.0 0.2
Cl 5.731 6.385 7.299 0.0 0.0 0.0
H 5.873 4.452 9.458 -0.1 0.1 -0.1
H 4.457 4.879 10.427 0.0 0.1 -0.1
H 5.401 6.950 9.549 0.0 -0.1 0.0
H 3.867 6.667 8.718 0.1 -0.1 -0.1
Cl 4.130 -3.976 -6.084 -0.1 0.1 -0.8
C 2.657 -3.780 -7.066 -0.2 0.1 -0.2
C 1.455 -3.413 -6.219 0.0 0.1 -0.1
Cl 0.936 -4.754 -5.168 0.0 0.0 0.1
H 2.492 -4.706 -7.618 0.0 0.1 0.2
H 2.859 -2.986 -7.786 -0.1 0.0 0.1
H 0.608 -3.172 -6.865 0.1 -0.1 0.0
H 1.659 -2.547 -5.588 0.1 -0.1 0.0
Cl -9.431 4.623 -4.268 0.0 0.0 0.0
C -9.761 3.223 -3.217 0.0 -0.2 0.1
C -11.233 2.869 -3.183 0.1 -0.2 -0.1
Cl -12.203 4.104 -2.343 0.0 0.0 0.0
H -9.379 3.451 -2.221 -0.1 0.1 -0.1
H -9.187 2.385 -3.618 -0.1 0.0 0.0
H -11.375 1.932 -2.640 0.1 0.1 0.0
H -11.640 2.744 -4.188 0.1 0.1 0.1
Cl -2.778 7.192 5.498 -0.7 0.3 -0.2
C -2.589 8.877 6.046 0.1 0.3 0.1
C -3.032 9.064 7.483 0.2 0.1 0.0
Cl -4.794 8.888 7.671 0.0 0.0 0.0
H -3.150 9.519 5.366 0.0 -0.2 0.1
H -1.529 9.124 5.951 -0.1 -0.1 0.1
H -2.776 10.070 7.820 0.0 -0.1 -0.1
H -2.547 8.349 8.148 -0.1 0.0 -0.1
```
Positions in Å, forces in eV/Å.

Here are the Löwdin charges for atoms 1 to 8, given in e:
1 N -0.336
2 P 0.760
3 C -0.364
4 N 0.039
5 C -0.338
6 O 0.089
7 C -0.266
8 C -0.155